Entry 1:
Formula: C5H7NO
Source: the Open Molecules 2025 dataset
Level of theory: ωB97M-V/def2-TZVPD

Properties
E_LUMO (Eh): 0.0306
DFT total energy (eV): -8835.4104
Max |F| (eV Å⁻¹): 0.854
Gap between HOMO and LUMO (eV): 10.66
HOMO energy (eV): -9.829
Molecular weight (Da): 97.117
SMILES: C/C=C\CN=C=O

Positions of all 14 atoms, in Å:
1 C 1.4066 -0.4895 0.9958
2 C 0.5763 -1.2124 -0.0243
3 C -0.6457 -0.8853 -0.4460
4 C -1.4531 0.2907 0.0482
5 N -1.2236 1.5081 -0.7072
6 C -0.2890 2.0484 -1.2388
7 O 0.5399 2.6744 -1.7941
8 H 1.6327 -1.1404 1.8487
9 H 2.3671 -0.1936 0.5578
10 H 0.9228 0.4154 1.3747
11 H 1.0449 -2.0899 -0.4701
12 H -1.1116 -1.4887 -1.2228
13 H -1.2469 0.4965 1.1042
14 H -2.5205 0.0662 -0.0261



Entry 2:
Formula: C5H7NO
Source: the Open Molecules 2025 dataset
Level of theory: ωB97M-V/def2-TZVPD

Properties
E_LUMO (Eh): 0.0025
DFT total energy (eV): -8831.9222
Max |F| (eV Å⁻¹): 0.484
Gap between HOMO and LUMO (eV): 9.56
HOMO energy (eV): -9.488
Molecular weight (Da): 97.117

Positions of all 14 atoms, in Å:
1 O -1.7764 -0.7417 -1.8925
2 C -1.5554 0.2788 -1.2750
3 N -1.2015 0.3654 0.0726
4 C -0.7103 -0.7605 0.5986
5 C 1.3098 -0.9125 0.5690
6 C 1.5561 0.4168 0.4066
7 C 1.1470 1.5891 0.1629
8 H -1.6660 1.2736 -1.7422
9 H -0.0596 1.3728 0.1576
10 H -0.8138 -1.6750 0.0135
11 H -0.7874 -0.8570 1.6805
12 H 1.4902 -1.3615 1.5447
13 H 1.5156 -1.5634 -0.2795
14 H 1.5519 2.5749 -0.0167



Entry 3:
Formula: C5H7NO
Source: the Open Molecules 2025 dataset
Level of theory: ωB97M-V/def2-TZVPD

Properties
E_LUMO (Eh): 0.0244
DFT total energy (eV): -8831.7219
Max |F| (eV Å⁻¹): 0.661
Gap between HOMO and LUMO (eV): 8.52
HOMO energy (eV): -7.860
Molecular weight (Da): 97.117
SMILES: C[N@H+]1C2=C([O-])C[C@@H]21

Positions of all 14 atoms, in Å:
1 C -1.8693 -0.5198 0.6978
2 N -0.5524 -0.4148 0.0578
3 C -0.3287 0.9182 -0.7197
4 C 0.9395 0.4793 -1.4749
5 O 1.2270 0.4013 -2.6388
6 C 1.7710 0.2474 -0.1841
7 C 0.4656 0.5278 0.5363
8 H -2.6280 -0.2279 -0.0281
9 H -1.9123 0.1632 1.5477
10 H -2.0369 -1.5423 1.0473
11 H -0.2040 -1.2986 -0.3061
12 H 2.3029 -0.7001 -0.0340
13 H 2.4786 1.0740 -0.0555
14 H 0.3469 0.8922 1.5543